No. 1
The following is a quantum chemistry calculation of a cluster of 9 separate species, C21H64N14O9 in total, from OMol25.

The geometry in ORCA input format:
```
! wB97M-V def2-TZVPD RIJCOSX def2/J DEFGRID3
* xyz 0 1
C -4.78 -3.82 -0.39
O -5.40 -2.74 0.27
C -5.73 -2.98 1.65
C -5.96 -1.68 2.40
C -7.38 -1.14 2.06
N -4.89 -0.73 2.27
H -4.43 -3.49 -1.37
H -5.38 -4.73 -0.47
H -3.86 -3.99 0.16
H -6.68 -3.50 1.78
H -5.03 -3.58 2.24
H -6.03 -2.04 3.43
H -8.28 -1.69 2.32
H -7.41 -0.84 1.01
H -7.49 -0.15 2.50
H -4.65 -0.67 1.29
H -4.05 -1.22 2.54
C 2.36 0.61 -6.75
O 3.14 -0.48 -6.27
C 2.46 -1.43 -5.46
C 1.36 -2.36 -6.02
C -0.07 -1.75 -5.60
N 1.56 -3.70 -5.51
H 1.61 1.03 -6.09
H 1.79 0.34 -7.64
H 3.04 1.42 -7.01
H 3.29 -2.08 -5.20
H 2.30 -1.16 -4.42
H 1.22 -2.40 -7.10
H -0.01 -1.36 -4.59
H -0.97 -2.37 -5.64
H -0.27 -0.94 -6.30
H 0.84 -4.18 -6.03
H 2.47 -3.92 -5.90
C -0.28 -1.38 4.47
O -1.46 -2.17 4.51
C -2.08 -2.26 5.70
C -1.51 -3.22 6.80
C -2.51 -3.40 7.86
N -0.35 -2.68 7.51
H 0.06 -1.23 3.45
H 0.54 -1.90 4.96
H -0.42 -0.46 5.05
H -2.35 -1.26 6.03
H -3.06 -2.67 5.48
H -1.29 -4.24 6.49
H -2.14 -3.92 8.74
H -3.22 -4.16 7.54
H -2.88 -2.45 8.24
H 0.60 -2.96 7.32
H -0.32 -1.68 7.57
C 6.60 1.63 -1.02
O 5.51 2.55 -0.69
C 5.89 3.62 0.24
C 5.05 4.90 0.33
C 5.75 6.00 1.29
N 3.61 4.61 0.69
H 6.18 0.77 -1.56
H 7.27 1.34 -0.22
H 7.32 1.97 -1.77
H 6.09 3.32 1.27
H 6.80 4.04 -0.19
H 5.13 5.27 -0.69
H 5.75 5.63 2.31
H 5.39 7.02 1.13
H 6.81 6.10 1.06
H 3.18 5.43 0.28
H 3.42 3.94 -0.05
N -0.49 0.69 -1.06
C 0.70 1.29 -0.98
N 1.70 0.41 -0.96
O 0.70 2.45 -1.28
H -1.37 1.19 -1.17
H -0.59 -0.31 -0.97
H 1.47 -0.52 -1.30
H 2.65 0.75 -0.84
N -4.49 3.77 -4.57
C -3.72 2.94 -3.92
N -2.71 2.58 -4.55
O -4.02 2.57 -2.86
H -5.28 4.19 -4.10
H -4.26 4.04 -5.52
H -2.10 1.97 -4.02
H -2.48 2.95 -5.46
N 4.72 -0.12 2.86
C 4.69 -1.40 2.56
N 3.80 -1.64 1.67
O 5.39 -2.31 3.00
H 5.30 0.23 3.60
H 4.22 0.50 2.24
H 3.76 -2.56 1.26
H 3.15 -0.93 1.36
N 1.26 -5.03 -1.20
C 0.60 -4.46 -0.24
N 0.53 -5.21 0.88
O 0.09 -3.33 -0.32
H 1.48 -6.00 -1.03
H 1.57 -4.51 -2.00
H 1.02 -6.09 0.80
H 0.19 -4.81 1.74
N -1.52 6.90 -1.39
C -2.47 7.28 -0.59
N -3.31 6.33 -0.31
O -2.58 8.46 -0.25
H -0.74 7.52 -1.57
H -1.50 5.90 -1.54
H -3.10 5.38 -0.60
H -4.05 6.57 0.34
*
```

HOMO-LUMO gap, eV: 8.8
SMILES: COC[C@H](C)N.COC[C@H](C)N.COC[C@H](C)N.COC[C@H](C)N.NC(N)=O.NC(N)=O.NC(N)=O.NC(N)=O.NC(N)=O
Relative energy (zero: lowest compared OMol25 entry of this formula, charge and spin), kcal per mole: 150.0

=====

No. 2
The following is a quantum chemistry calculation of a cluster of 10 separate species, C21H66N22O14P2S2 in total, from OMol25.

The geometry in ORCA input format:
```
! wB97M-V def2-TZVPD RIJCOSX def2/J DEFGRID3
* xyz 0 1
C -4.92 1.36 1.73
C -3.36 1.37 1.83
N -2.86 0.14 1.19
C -1.44 -0.14 1.42
P -0.84 -0.74 -0.27
C 0.39 -2.12 -0.24
C 0.19 -2.94 -1.54
C -0.22 0.65 -1.30
C -1.11 1.88 -1.23
O -0.84 1.15 1.76
S 0.69 1.16 2.13
O 0.83 2.00 3.27
O 1.52 1.62 1.06
C 1.22 -0.49 2.58
C 0.11 -1.48 3.03
P 0.11 -1.56 4.86
O -1.01 -2.66 5.20
O 1.49 -2.25 5.28
S -0.14 0.12 5.76
C -1.34 -1.17 2.57
C -2.06 -2.48 2.22
C -3.58 -2.50 2.53
N -3.99 -1.48 3.46
N -4.30 -2.40 1.27
N -3.90 -3.83 3.14
H -5.38 1.74 2.63
H -5.21 1.96 0.88
H -5.24 0.36 1.50
H -3.11 1.41 2.88
H -3.05 2.27 1.31
H -2.94 0.24 0.19
H 0.25 -2.80 0.59
H 1.40 -1.72 -0.28
H 0.75 -2.52 -2.38
H 0.38 -3.99 -1.36
H -0.86 -2.87 -1.79
H -0.28 0.29 -2.32
H 0.82 0.91 -1.14
H -1.03 2.41 -0.29
H -2.13 1.59 -1.45
H -0.78 2.57 -2.00
H 1.91 -0.32 3.40
H 1.82 -0.86 1.76
H 0.44 -2.47 2.72
H -0.62 -3.32 5.80
H 2.03 -2.41 4.48
H -1.80 -0.69 3.43
H -1.92 -2.76 1.19
H -1.63 -3.27 2.81
H -3.61 -1.63 4.38
H -4.99 -1.37 3.48
H -5.17 -2.91 1.32
H -4.51 -1.44 1.06
H -4.85 -3.72 3.50
H -3.95 -4.50 2.38
N 2.17 -0.02 -3.99
C 1.39 -0.84 -4.75
N 1.44 -0.61 -6.09
O 0.69 -1.73 -4.27
H 2.74 0.71 -4.38
H 2.16 -0.15 -3.00
H 0.89 -1.19 -6.69
H 2.01 0.11 -6.51
N -1.02 5.32 2.11
C -2.27 5.80 1.84
N -2.93 6.35 2.91
O -2.77 5.75 0.73
H -0.60 5.34 3.02
H -0.52 4.90 1.35
H -3.85 6.72 2.75
H -2.54 6.40 3.83
N -7.22 -0.58 -2.33
C -6.38 -0.90 -1.31
N -5.13 -0.34 -1.40
O -6.69 -1.61 -0.37
H -6.96 0.02 -3.10
H -8.15 -0.95 -2.29
H -4.47 -0.56 -0.68
H -4.84 0.25 -2.16
N 5.78 -1.59 2.73
C 4.76 -1.70 3.60
N 4.78 -0.83 4.66
O 3.86 -2.53 3.47
H 6.54 -0.92 2.82
H 5.79 -2.21 1.94
H 4.04 -0.89 5.32
H 5.50 -0.15 4.79
N -8.84 1.97 -0.97
C -9.30 2.35 -2.19
N -10.35 3.23 -2.16
O -8.81 1.94 -3.23
H -9.22 2.29 -0.10
H -8.07 1.32 -0.95
H -10.71 3.54 -3.05
H -10.76 3.58 -1.32
N 5.57 -0.42 -8.78
C 4.86 -0.26 -7.62
N 4.79 -1.35 -6.81
O 4.31 0.79 -7.33
H 6.02 -1.28 -9.04
H 5.63 0.37 -9.39
H 4.27 -1.24 -5.96
H 5.21 -2.24 -7.01
N -6.61 4.74 -1.50
C -5.75 4.36 -0.50
N -4.48 4.85 -0.59
O -6.11 3.63 0.42
H -6.35 5.33 -2.26
H -7.55 4.39 -1.45
H -3.83 4.59 0.13
H -4.17 5.44 -1.33
N 9.92 -1.89 1.13
C 9.30 -1.76 2.32
N 9.28 -2.89 3.11
O 8.77 -0.72 2.69
H 10.36 -2.73 0.81
H 9.95 -1.08 0.53
H 8.82 -2.83 3.99
H 9.70 -3.76 2.83
N 11.78 -1.39 -3.34
C 11.95 -1.88 -2.08
N 13.19 -2.37 -1.80
O 11.04 -1.88 -1.26
H 12.51 -1.38 -4.03
H 10.88 -1.02 -3.58
H 13.34 -2.73 -0.88
H 13.95 -2.38 -2.45
*
```

HOMO-LUMO gap, eV: 7.6
SMILES: CCN[C@@]1(P(CC)CC)OS(=O)(=O)C[C@@H](P(O)(O)=S)[C@@H]1CC(N)(N)N.NC(N)=O.NC(N)=O.NC(N)=O.NC(N)=O.NC(N)=O.NC(N)=O.NC(N)=O.NC(N)=O.NC(N)=O

=====

No. 3
The following is a quantum chemistry calculation of a cluster of 8 separate species, C21H67NO28P7 in total, from OMol25.

The geometry in ORCA input format:
```
! wB97M-V def2-TZVPD RIJCOSX def2/J DEFGRID3
* xyz 1 1
N 0.11 -0.14 1.42
H 0.32 -0.96 0.88
H 0.50 -0.45 2.30
H -0.90 -0.09 1.47
H 0.60 0.59 0.93
C -0.20 1.43 -2.81
O -1.20 1.00 -3.72
P -1.12 -0.04 -4.97
O -1.98 -1.22 -4.93
O -1.65 1.08 -6.07
C -2.97 1.10 -6.39
O 0.44 -0.19 -5.43
C 0.79 -0.75 -6.69
H 0.04 2.46 -3.07
H 0.66 0.76 -2.88
H -0.43 1.40 -1.75
H -3.20 1.54 -7.36
H -3.46 1.72 -5.63
H -3.41 0.10 -6.40
H -0.11 -0.90 -7.30
H 1.20 -1.72 -6.40
H 1.63 -0.15 -7.04
C -5.75 -1.97 0.08
O -4.37 -1.82 0.37
P -3.90 -0.41 0.98
O -2.47 -0.42 1.39
O -4.28 0.76 -0.12
C -3.68 0.87 -1.40
O -5.01 -0.22 2.15
C -5.12 -1.25 3.15
H -5.73 -2.25 -0.98
H -6.41 -1.11 0.17
H -6.24 -2.66 0.77
H -4.54 0.86 -2.06
H -3.07 -0.02 -1.54
H -3.13 1.73 -1.79
H -4.99 -0.66 4.06
H -4.38 -2.03 3.27
H -6.15 -1.59 3.22
C 3.52 2.93 -3.23
O 2.65 2.43 -2.28
P 3.14 1.36 -1.12
O 2.18 0.96 -0.01
O 3.72 0.10 -1.96
C 4.82 -0.70 -1.43
O 4.47 1.97 -0.50
C 4.53 3.15 0.33
H 3.36 3.94 -3.61
H 3.20 2.36 -4.09
H 4.55 2.65 -2.99
H 4.42 -1.71 -1.48
H 4.99 -0.43 -0.39
H 5.74 -0.59 -2.01
H 5.14 2.94 1.20
H 3.56 3.61 0.53
H 5.22 3.87 -0.13
C -0.85 1.18 7.35
O -1.05 -0.01 6.66
P -1.50 0.04 5.08
O -0.44 0.29 4.08
O -2.31 -1.34 4.83
C -1.57 -2.62 5.07
O -2.75 1.08 5.21
C -3.30 1.74 4.05
H 0.06 1.16 7.95
H -1.68 1.06 8.04
H -1.07 2.11 6.82
H -1.14 -2.54 6.07
H -0.88 -2.92 4.29
H -2.34 -3.39 5.08
H -2.74 1.45 3.16
H -3.11 2.78 4.29
H -4.38 1.60 3.99
C -1.67 -4.18 0.86
O -0.64 -4.71 0.08
P 0.02 -3.67 -1.00
O 0.05 -2.24 -0.64
O -0.67 -3.97 -2.42
C -0.05 -3.35 -3.52
O 1.50 -4.32 -1.30
C 2.11 -5.37 -0.52
H -1.19 -3.39 1.44
H -2.11 -4.85 1.59
H -2.39 -3.60 0.28
H -0.24 -2.30 -3.30
H -0.64 -3.43 -4.43
H 0.99 -3.63 -3.69
H 1.96 -5.29 0.55
H 3.18 -5.49 -0.68
H 1.76 -6.36 -0.84
C 4.39 0.41 2.74
O 4.47 -0.86 2.28
P 3.34 -2.02 2.55
O 2.06 -1.53 2.94
O 4.16 -2.88 3.71
C 3.80 -4.19 4.24
O 3.49 -3.02 1.23
C 4.74 -3.72 0.97
H 5.11 0.71 3.51
H 3.42 0.60 3.19
H 4.57 1.10 1.92
H 3.70 -4.14 5.33
H 4.62 -4.89 4.13
H 3.03 -4.72 3.67
H 4.95 -3.74 -0.10
H 4.71 -4.79 1.19
H 5.60 -3.28 1.47
C -2.95 5.77 -1.98
O -2.15 4.71 -1.65
P -0.59 4.99 -1.39
O -0.26 6.19 -0.53
O -0.09 3.55 -0.61
C -0.64 3.19 0.69
O 0.16 4.86 -2.82
C 0.41 6.00 -3.61
H -3.98 5.64 -1.63
H -2.98 6.11 -3.01
H -2.53 6.55 -1.35
H -0.95 4.15 1.08
H 0.09 2.82 1.42
H -1.56 2.62 0.62
H 1.02 5.80 -4.49
H 0.83 6.85 -3.06
H -0.56 6.45 -3.84
*
```

HOMO-LUMO gap, eV: 10.7
Relative energy (zero: lowest compared OMol25 entry of this formula, charge and spin), kcal per mole: 113.9

=====

No. 4
The following is a quantum chemistry calculation of a cluster of 14 separate species, C21H70O14 in total, from OMol25.

The geometry in ORCA input format:
```
! wB97M-V def2-TZVPD RIJCOSX def2/J DEFGRID3
* xyz 0 1
C 1.60 3.60 -3.89
O 1.54 3.56 -2.47
H 0.78 4.15 -4.35
H 2.54 4.10 -4.18
H 1.70 2.59 -4.30
H 2.39 3.16 -2.20
O 3.92 2.47 -1.70
H 4.12 1.53 -1.88
H 4.61 2.78 -1.11
O -2.84 2.75 0.20
H -2.31 1.97 0.44
H -2.22 3.48 0.18
O 4.69 -0.22 -2.14
H 5.27 -0.90 -2.50
H 4.20 -0.66 -1.42
C 3.33 0.61 2.35
C 4.81 0.96 2.29
O 5.06 2.04 3.20
H 2.73 1.40 1.92
H 3.03 0.33 3.36
H 3.21 -0.34 1.81
H 5.01 1.35 1.28
H 5.43 0.07 2.41
H 5.92 2.39 2.95
C -2.51 -0.03 -3.03
C -3.33 -0.16 -1.75
O -4.47 -0.99 -1.97
H -1.57 0.47 -2.82
H -3.04 0.58 -3.76
H -2.32 -1.01 -3.48
H -3.63 0.85 -1.45
H -2.71 -0.55 -0.94
H -5.12 -0.73 -1.31
C -4.63 -1.23 2.28
C -3.62 -0.22 2.82
O -2.33 -0.81 2.67
H -5.67 -0.94 2.45
H -4.53 -2.14 2.87
H -4.45 -1.44 1.23
H -3.83 0.04 3.86
H -3.70 0.73 2.29
H -1.99 -1.10 3.54
C 1.09 -2.17 4.33
C -0.23 -2.67 4.91
O -1.14 -1.58 5.06
H 0.96 -1.78 3.32
H 1.83 -2.96 4.21
H 1.55 -1.39 4.95
H -0.06 -3.15 5.88
H -0.65 -3.40 4.22
H -0.87 -1.06 5.82
C -1.03 2.31 4.72
C -0.62 2.78 3.34
O -0.99 4.17 3.26
H -0.43 2.77 5.51
H -0.84 1.25 4.89
H -2.08 2.52 4.93
H -1.19 2.24 2.58
H 0.43 2.62 3.07
H -1.04 4.35 2.32
C 1.18 -0.65 -4.06
C 0.83 0.58 -4.89
O 1.60 0.66 -6.07
H 2.22 -0.53 -3.73
H 1.20 -1.58 -4.63
H 0.56 -0.66 -3.16
H 1.07 1.45 -4.28
H -0.24 0.54 -5.13
H 1.30 0.01 -6.71
C 2.96 -3.85 0.93
C 2.07 -2.75 0.35
O 2.79 -1.96 -0.60
H 3.29 -4.57 0.18
H 2.41 -4.40 1.69
H 3.80 -3.38 1.44
H 1.79 -2.12 1.19
H 1.19 -3.13 -0.17
H 2.99 -2.53 -1.35
C -2.26 -3.40 0.13
C -1.56 -4.36 1.09
O -1.85 -5.70 0.78
H -3.32 -3.62 -0.01
H -1.70 -3.33 -0.80
H -2.37 -2.39 0.55
H -1.93 -4.12 2.09
H -0.49 -4.15 1.11
H -1.66 -5.89 -0.14
C 0.90 1.21 -0.62
C 0.21 0.22 0.30
O -1.03 0.74 0.73
H 1.90 0.85 -0.86
H 0.93 2.19 -0.14
H 0.35 1.28 -1.56
H 0.88 0.03 1.15
H 0.00 -0.74 -0.20
H -1.54 0.13 1.29
C -1.62 2.19 -3.26
C -2.53 2.62 -4.41
O -2.51 1.58 -5.42
H -0.64 1.94 -3.66
H -2.06 1.35 -2.73
H -1.44 3.00 -2.54
H -2.20 3.53 -4.90
H -3.56 2.68 -4.08
H -1.70 1.66 -5.92
*
```

HOMO-LUMO gap, eV: 9.0
Relative energy (zero: lowest compared OMol25 entry of this formula, charge and spin), kcal per mole: 186.1

=====

no.,molecular weight (g mol⁻¹),largest force on an atom (hartree/bohr)
1,656.8,0.1541
2,977.0,0.0446
3,998.6,0.1190
4,546.8,0.1055